15 unconnected molecules or ions with the total composition C39H105N3O42S12 in a non-equilibrium geometry. Source: the Open Molecules 2025 dataset; level of theory: ωB97M-V with the def2-TZVPD basis set.

XYZ file:
```
201
Properties=species:S:1:pos:R:3
C -0.277 -0.805 -0.743
N 0.526 0.222 -0.002
O 0.101 1.333 0.271
O 1.680 -0.017 0.216
H 0.067 -1.812 -0.506
H -0.177 -0.559 -1.800
H -1.324 -0.692 -0.460
C -2.565 0.894 3.933
N -2.098 0.065 2.752
O -2.880 -0.210 1.830
O -0.984 -0.393 2.921
H -2.291 0.396 4.863
H -3.641 1.053 4.005
H -2.143 1.882 3.748
C -3.150 -5.181 2.087
N -4.579 -5.453 1.810
O -5.244 -4.480 1.536
O -4.951 -6.639 1.561
H -2.720 -5.668 1.213
H -2.920 -5.641 3.048
H -2.978 -4.107 2.165
O -0.218 1.922 5.832
S 1.087 2.005 5.221
O 2.190 2.788 5.828
O 1.577 0.501 4.886
C 1.655 -0.363 6.018
C 1.748 -1.721 5.372
C 0.788 2.468 3.464
H 0.682 -0.344 6.509
H 2.501 -0.117 6.661
H 1.980 -2.522 6.073
H 2.554 -1.771 4.639
H 0.854 -2.083 4.865
H 0.549 3.532 3.472
H 0.013 1.799 3.090
H 1.712 2.163 2.973
O 4.191 1.740 -2.340
S 3.268 2.226 -3.365
O 3.199 1.465 -4.635
O 1.690 2.225 -2.776
C 0.675 2.942 -3.435
C -0.527 2.045 -3.327
C 3.770 3.978 -3.643
H 1.051 3.165 -4.434
H 0.485 3.843 -2.851
H -1.457 2.536 -3.613
H -0.647 1.793 -2.273
H -0.472 1.138 -3.929
H 3.339 4.315 -4.586
H 4.844 4.054 -3.816
H 3.367 4.628 -2.866
O 7.720 1.415 4.119
S 6.544 0.817 4.750
O 6.441 -0.551 5.314
O 6.161 1.939 5.972
C 5.262 1.559 6.933
C 5.952 0.953 8.149
C 4.992 1.150 3.689
H 4.553 0.773 6.671
H 4.628 2.430 7.098
H 6.796 1.592 8.405
H 6.303 -0.050 7.903
H 5.197 0.853 8.928
H 5.118 0.927 2.630
H 4.732 2.182 3.925
H 4.090 0.717 4.122
O -0.709 -6.313 -10.407
S -0.534 -4.927 -9.960
O -0.545 -3.873 -10.868
O -1.636 -4.680 -8.674
C -1.719 -3.436 -8.082
C -1.765 -3.431 -6.565
C 1.044 -4.866 -8.878
H -2.549 -2.943 -8.588
H -0.789 -2.962 -8.396
H -1.049 -4.080 -6.060
H -2.781 -3.641 -6.230
H -1.650 -2.423 -6.167
H 0.955 -5.610 -8.086
H 1.211 -3.877 -8.451
H 1.891 -5.099 -9.523
O 3.560 -5.386 1.829
S 2.733 -4.535 0.911
O 3.292 -3.905 -0.278
O 1.434 -5.406 0.454
C 0.973 -6.446 1.277
C 0.091 -7.333 0.397
C 1.917 -3.239 1.882
H 0.500 -6.217 2.232
H 1.813 -7.127 1.417
H -0.289 -8.260 0.827
H 0.662 -7.594 -0.493
H -0.727 -6.771 -0.055
H 1.467 -3.695 2.763
H 1.123 -2.843 1.248
H 2.627 -2.456 2.150
O 4.164 5.774 1.042
S 3.477 4.659 1.743
O 3.848 4.248 3.105
O 1.823 4.963 1.599
C 1.318 5.493 0.366
C -0.123 4.998 0.268
C 3.503 3.121 0.665
H 1.921 5.152 -0.475
H 1.327 6.581 0.299
H -0.198 3.920 0.410
H -0.613 5.463 -0.588
H -0.655 5.511 1.069
H 4.412 2.631 1.013
H 3.496 3.485 -0.362
H 2.604 2.534 0.850
O -2.293 4.735 2.929
S -3.331 5.584 3.529
O -3.122 6.811 4.287
O -4.395 5.901 2.306
C -5.527 6.733 2.571
C -5.280 8.130 2.159
C -4.296 4.392 4.468
H -5.795 6.654 3.625
H -6.369 6.307 2.025
H -4.507 8.510 2.828
H -6.263 8.553 2.365
H -4.939 8.282 1.135
H -4.944 3.859 3.773
H -4.926 4.926 5.179
H -3.589 3.681 4.893
O -7.457 0.295 2.973
S -7.673 -1.090 2.509
O -9.026 -1.710 2.589
O -7.060 -1.262 0.992
C -5.787 -0.765 0.633
C -5.815 -0.429 -0.899
C -6.501 -2.116 3.430
H -5.112 -1.598 0.831
H -5.356 0.030 1.242
H -6.493 0.362 -1.218
H -6.093 -1.327 -1.450
H -4.804 -0.174 -1.217
H -6.911 -2.452 4.382
H -5.567 -1.579 3.593
H -6.226 -3.033 2.907
O 1.530 -2.225 -3.120
S 2.062 -3.107 -4.163
O 1.875 -4.577 -4.078
O 1.617 -2.521 -5.644
C 1.286 -1.154 -5.714
C 1.487 -0.700 -7.096
C 3.916 -2.772 -4.258
H 1.755 -0.544 -4.941
H 0.232 -1.007 -5.480
H 1.285 0.365 -7.202
H 0.745 -1.238 -7.686
H 2.477 -0.829 -7.535
H 4.077 -2.045 -5.054
H 4.399 -3.729 -4.451
H 4.197 -2.377 -3.282
O -1.686 -3.599 0.055
S -2.102 -4.016 -1.278
O -3.241 -4.895 -1.536
O -2.409 -2.583 -1.999
C -2.610 -2.616 -3.452
C -3.530 -1.499 -3.974
C -0.684 -4.609 -2.272
H -3.124 -3.537 -3.729
H -1.660 -2.683 -3.982
H -3.544 -1.394 -5.058
H -3.153 -0.549 -3.595
H -4.528 -1.513 -3.535
H -0.990 -4.565 -3.317
H -0.539 -5.636 -1.936
H 0.177 -4.014 -1.967
O -3.121 6.429 -1.708
S -4.250 5.594 -2.117
O -4.700 5.609 -3.519
O -3.958 3.980 -1.719
C -3.550 3.804 -0.366
C -3.511 2.311 -0.005
C -5.736 6.054 -1.068
H -4.418 4.154 0.192
H -2.608 4.311 -0.156
H -2.506 1.917 -0.155
H -4.252 1.663 -0.472
H -3.700 2.359 1.068
H -6.126 6.992 -1.463
H -5.262 6.235 -0.103
H -6.500 5.281 -1.154
O 6.580 1.303 0.576
S 6.916 -0.060 0.163
O 7.987 -0.439 -0.760
O 7.211 -0.841 1.592
C 7.612 -2.189 1.496
C 7.169 -2.886 2.767
C 5.352 -0.860 -0.240
H 8.683 -2.139 1.299
H 7.203 -2.788 0.683
H 6.092 -2.744 2.858
H 7.678 -2.467 3.635
H 7.413 -3.939 2.907
H 5.560 -1.929 -0.288
H 5.023 -0.593 -1.244
H 4.619 -0.562 0.510
```

## Properties
highest occupied orbital energy	-10.51	eV
E	-262614.572	eV
M	1673.05	g/mol
E_LUMO	-0.852	eV
HOMO-LUMO gap	9.6625	eV
relative energy (zero: lowest compared OMol25 entry of this formula, charge and spin)	0.0	kcal per mole